Molecular formula: C42H39N4O3P2Y
Method: DFT, ωB97M-V with the def2-TZVPD basis set

Geometry as XYZ:
```
91
C42H39N4O3P2Y | the OMol25 dataset | ωB97M-V with the def2-TZVPD basis set
Y 0.23 -1.58 -0.34
P 3.09 -1.59 0.24
P 1.13 -1.35 2.33
O -1.76 -1.41 -0.96
O -0.27 -3.77 -0.81
O -6.70 2.09 -6.30
N -4.14 3.62 -0.72
N -0.22 0.76 -0.75
N -4.97 4.14 -1.46
N 2.32 -0.53 1.38
C 5.38 -1.85 1.87
C -2.72 -0.20 2.21
C 3.34 0.71 -3.09
C 4.57 -3.82 0.74
C 2.82 -2.51 4.15
C -8.04 2.28 -6.74
C 1.93 -1.02 6.31
C -1.57 0.94 -0.88
C -3.57 2.33 -0.98
C 0.36 -5.06 -0.63
C -6.70 3.78 -3.05
C -0.32 1.14 2.72
C -0.30 -0.23 2.44
C -2.72 1.17 2.45
C 2.94 -1.95 6.48
C 5.59 -4.57 1.31
C -6.34 2.59 -5.10
C 1.36 -0.82 5.06
C 3.01 0.67 1.89
C -5.00 2.41 -4.76
C -1.52 -0.89 2.19
C 5.45 0.97 -1.96
C 4.61 1.28 -3.01
C 6.50 -3.96 2.17
C 3.39 -2.70 5.40
C 6.39 -2.60 2.44
C -1.52 1.83 2.71
C -2.16 2.22 -0.86
C 5.04 0.10 -0.96
C -4.52 2.88 -3.55
C 0.05 3.13 -0.60
C -7.20 3.28 -4.24
C -4.33 1.20 -1.10
C 4.46 -2.46 1.01
C 2.94 -0.16 -2.09
C -5.38 3.55 -2.68
C 3.77 -0.46 -1.00
C 1.81 -1.56 3.97
C -3.74 -0.09 -1.12
C -2.38 -0.23 -1.01
C -1.30 3.33 -0.71
C 0.55 1.82 -0.62
H 4.94 1.95 -3.79
H 5.72 -0.15 -0.15
H 1.31 -4.87 -0.14
H 0.74 3.96 -0.49
H -8.27 3.35 -6.82
H 3.16 -3.11 3.31
H 7.10 -2.13 3.11
H 5.32 -0.80 2.10
H 6.44 1.40 -1.92
H 3.38 -2.10 7.46
H 4.17 -3.43 5.53
H 0.51 -5.53 -1.59
H -1.53 -1.96 2.03
H 2.69 0.92 -3.92
H -8.10 1.82 -7.72
H -0.26 -5.68 0.01
H 3.70 1.05 1.14
H -7.33 4.35 -2.39
H -3.65 1.72 2.46
H -8.23 3.45 -4.50
H -4.36 -0.97 -1.21
H -3.47 2.75 -3.31
H 1.61 1.64 -0.52
H 7.29 -4.54 2.62
H -1.73 4.32 -0.69
H 2.28 1.46 2.10
H 3.55 0.44 2.81
H -8.75 1.80 -6.06
H 1.57 -0.45 7.16
H 1.96 -0.64 -2.19
H 3.87 -4.30 0.07
H 5.68 -5.63 1.09
H -4.35 1.92 -5.47
H -3.65 -0.72 2.03
H -1.16 -3.86 -1.18
H 0.59 1.67 2.96
H 0.56 -0.10 4.95
H -5.40 1.28 -1.17
H -1.53 2.89 2.92
```

Its lowest unoccupied orbital energy is -5.50 eV. As for the total energy: -2789.24691 a.u. The orbital gap comes out at 6.2 eV. The calculation puts the relative energy (zero: lowest compared OMol25 entry of this formula, charge and spin) at 51.8 kJ/mol. Its total charge is +2. Its spin multiplicity is 1.

Here are the Löwdin charges for atoms 1 to 2, given in e:
1 Y 1.4844
2 P 0.9330

Molecular formula: C42H39N4O3P2Y
Method: DFT, ωB97M-V with the def2-TZVPD basis set

Geometry as XYZ:
```
91
C42H39N4O3P2Y | the OMol25 dataset | ωB97M-V with the def2-TZVPD basis set
Y 0.18 0.49 0.62
P 0.80 2.91 -0.92
P 2.71 0.84 -0.73
O 0.09 0.73 2.91
O -7.55 -4.37 3.53
O -1.68 -0.03 0.08
N -3.92 -6.07 -0.31
N 0.15 -1.88 0.42
N 2.37 2.40 -1.31
N -2.97 -5.41 -0.73
C -1.41 -3.67 -0.08
C 3.37 3.24 -1.97
C 0.89 -4.16 0.42
C 1.10 -2.78 0.58
C 4.34 -0.06 1.34
C -0.37 -4.60 0.09
C 1.18 0.70 3.87
C 1.37 6.85 0.04
C -3.36 -1.69 -0.46
C 3.75 2.28 1.44
C 3.06 -0.80 -2.89
C -3.68 -3.05 -0.61
C -6.71 -4.81 2.57
C -7.12 -5.48 1.42
C 1.21 5.69 -0.69
C -4.82 -5.57 0.69
C 5.10 0.15 -2.01
C 0.48 2.74 -3.68
C 5.02 1.28 3.22
C 4.40 2.39 2.66
C -2.75 -4.03 -0.41
C -1.27 3.83 -4.90
C -5.35 -4.55 2.79
C 3.72 1.05 0.76
C 5.82 -0.49 -3.00
C -4.42 -4.92 1.85
C -1.09 4.16 -2.53
C -6.16 -5.89 0.50
C -1.74 4.41 -3.73
C 5.16 -1.27 -3.94
C 3.71 -0.01 -1.95
C -1.11 -2.31 0.09
C 1.24 6.83 1.43
C 3.78 -1.43 -3.89
C 0.82 4.47 1.35
C -8.94 -4.65 3.39
C -2.09 -1.31 -0.10
C 0.94 4.48 -0.04
C -0.16 2.99 -4.88
C 4.99 0.06 2.56
C 0.03 3.32 -2.50
C 0.96 5.64 2.08
H 1.06 1.51 4.58
H 4.05 3.70 -1.26
H 1.35 2.09 -3.66
H -2.61 5.05 -3.75
H 0.59 3.55 1.87
H 2.09 -2.41 0.83
H 3.27 3.15 1.00
H 5.48 -0.80 3.00
H 4.44 3.35 3.16
H 1.36 7.75 1.99
H 1.71 -4.84 0.55
H 6.89 -0.37 -3.05
H 2.87 4.02 -2.54
H -5.06 -4.07 3.71
H -1.45 4.62 -1.62
H -8.15 -5.71 1.24
H 1.28 5.72 -1.77
H -3.37 -4.74 2.04
H 5.54 1.38 4.17
H -4.69 -3.33 -0.89
H -9.11 -5.72 3.36
H 0.85 5.63 3.16
H 1.57 7.79 -0.47
H -0.75 0.67 3.38
H 3.95 2.63 -2.67
H -0.57 -5.65 -0.05
H -1.78 4.03 -5.84
H -9.41 -4.23 4.27
H 5.73 -1.77 -4.72
H 2.11 0.85 3.31
H 1.19 -0.26 4.38
H 5.61 0.76 -1.27
H -4.11 -0.93 -0.62
H -6.45 -6.45 -0.37
H 3.28 -2.05 -4.62
H 4.35 -1.01 0.82
H -9.34 -4.18 2.50
H 0.20 2.55 -5.79
H 1.98 -0.92 -2.85
```

Its lowest unoccupied orbital energy is -5.30 eV. As for the total energy: -2789.26282 a.u. The orbital gap comes out at 6.3 eV. The calculation puts the relative energy (zero: lowest compared OMol25 entry of this formula, charge and spin) at 10.0 kJ/mol. Its total charge is +2. Its spin multiplicity is 1.

Here are the Löwdin charges for atoms 1 to 2, given in e:
1 Y 1.4320
2 P 0.9242

Molecular formula: C42H40CaN5OPS2Se2
Method: DFT, ωB97M-V with the def2-TZVPD basis set

Geometry as XYZ:
```
94
C42H40CaN5OPS2Se2 | the OMol25 dataset | ωB97M-V with the def2-TZVPD basis set
Se 3.47 -0.06 3.18
Se 1.87 1.49 3.93
Ca 0.47 1.10 0.87
S -4.41 0.50 1.84
S -2.15 0.17 -3.98
P -0.48 -2.24 -1.24
O -0.35 3.18 -2.99
N 0.24 2.46 -0.93
N -0.08 -0.28 3.03
N -2.00 0.96 1.17
N -0.47 -0.55 -0.86
N 3.20 1.47 0.83
C -2.05 -3.07 -1.25
C 1.66 -5.34 0.16
C -2.88 -3.00 -2.38
C -1.06 -1.19 3.16
C -0.34 4.40 1.70
C 3.68 2.15 -0.23
C 4.08 0.89 1.63
C 5.03 2.23 -0.53
C 0.65 -1.36 -5.15
C -2.56 0.22 0.15
C 1.67 4.84 0.28
C -0.42 3.78 -0.76
C 0.83 -4.53 -0.60
C 0.35 -0.06 -5.24
C -2.87 1.20 2.12
C 2.27 -4.84 1.31
C 0.11 2.15 -2.23
C -1.53 -1.62 4.39
C 0.25 0.93 -2.88
C -4.10 -3.65 -2.36
C 1.95 -0.36 -1.60
C 1.23 -2.70 0.93
C -3.68 -4.42 -0.11
C -0.39 0.78 -4.22
C 0.53 -0.31 -2.15
C 5.93 1.60 0.31
C -2.45 -3.78 -0.12
C 0.07 -0.17 5.42
C -0.96 -1.10 5.54
C -2.58 2.03 3.34
C 2.05 -3.52 1.69
C -4.50 -4.35 -1.23
C 0.28 -2.16 -4.00
C 0.18 -1.66 -2.77
C 0.61 -3.21 -0.21
C 0.15 4.73 0.29
C -0.39 4.35 -2.17
C 0.47 0.19 4.14
C -3.86 -0.13 0.35
C 5.45 0.93 1.43
C -1.80 -0.01 -1.10
C -2.43 0.29 -2.26
H 0.05 -3.21 -4.16
H -2.95 1.54 4.24
H 0.56 0.25 6.29
H 2.19 0.58 -1.14
H -1.27 4.93 -2.43
H 2.07 4.98 -0.73
H -4.74 -3.61 -3.24
H 7.00 1.65 0.12
H 1.99 5.70 0.88
H 0.01 3.42 2.07
H 6.12 0.46 2.13
H 1.07 -1.68 1.24
H 0.04 5.12 2.42
H -3.07 3.01 3.27
H -0.27 5.71 0.05
H 2.13 3.95 0.71
H -0.51 1.76 -4.66
H 0.35 -4.94 -1.48
H -4.00 -4.98 0.76
H -2.57 -2.44 -3.26
H 5.35 2.79 -1.40
H -1.51 2.19 3.43
H -3.43 0.68 -2.10
H 0.61 0.46 -6.15
H -2.33 -2.35 4.44
H 2.14 -1.18 -0.90
H 0.51 4.95 -2.35
H -4.49 -0.72 -0.30
H -1.47 3.60 -0.49
H 2.52 -3.12 2.58
H 2.91 -5.47 1.90
H 1.12 -1.86 -5.99
H -1.80 -3.86 0.74
H 1.84 -6.36 -0.14
H -1.50 -1.56 2.24
H -1.29 -1.41 6.52
H -5.46 -4.86 -1.23
H 2.64 -0.47 -2.44
H 2.94 2.62 -0.87
H -1.43 4.40 1.77
```

Its lowest unoccupied orbital energy is -5.47 eV. As for the total energy: -8591.29178 a.u. The orbital gap comes out at 6.2 eV. Its total charge is +2. Its spin multiplicity is 1.

Here are the Löwdin charges for atoms 1 to 2, given in e:
1 Se 0.7373
2 Se 0.7141